{"formula": "C20H37N2O2P3Ti", "method": "ωB97M-V with the def2-TZVPD basis set", "species": ["P", "C", "H", "H", "C", "H", "C", "H", "H", "H", "H", "H", "O", "C", "C", "C", "H", "C", "H", "H", "H", "C", "H", "C", "H", "H", "H", "C", "H", "C", "C", "N", "Ti", "C", "H", "H", "H", "C", "H", "H", "C", "H", "H", "H", "C", "H", "H", "H", "H", "H", "H", "N", "H", "P", "C", "C", "H", "P", "H", "H", "H", "H", "C", "O", "C"], "xyz": [[-1.902, 2.004, 0.913], [-2.814, -1.504, -0.473], [3.371, 1.634, -1.724], [-1.894, -3.417, -0.919], [0.724, -3.740, 0.250], [3.611, 0.873, -3.321], [0.929, 3.123, -0.555], [0.115, 3.217, -1.251], [-3.853, 2.085, 2.252], [2.323, -0.887, -4.368], [0.644, -1.427, -3.977], [-3.957, 0.314, -0.584], [0.045, 0.451, 3.135], [-2.812, 2.963, -0.334], [-1.501, -3.107, 1.995], [-1.939, -2.351, -1.163], [0.748, -1.908, 3.571], [2.149, 2.132, 0.923], [-3.491, 2.301, -0.876], [-1.945, -2.351, 2.647], [-3.358, 3.733, 0.213], [-3.087, -0.228, -0.971], [-0.671, -2.592, -2.886], [-3.162, 1.273, 2.006], [-3.434, -1.906, 0.333], [-0.587, 2.903, 2.757], [-2.184, -3.359, 1.180], [-1.250, -1.886, -2.286], [3.801, -0.098, -1.813], [1.843, -0.731, 0.088], [1.630, -1.176, -3.576], [1.111, 1.922, 0.123], [-0.454, -0.152, -0.369], [-1.521, -0.605, -2.789], [1.091, 2.572, -3.072], [1.183, -3.567, 3.034], [-1.200, -0.327, -3.797], [-2.387, 0.254, -2.092], [1.769, -3.518, 0.017], [2.147, -2.157, 2.483], [3.254, 0.717, -2.300], [3.464, 3.816, 1.271], [1.383, 1.502, -4.491], [-2.093, 3.407, -1.028], [-0.069, 0.279, 1.991], [-2.117, 3.790, 2.446], [-2.671, 0.883, 2.903], [2.617, 1.454, 1.633], [2.034, 5.075, -0.524], [-0.216, 1.495, -3.655], [-2.687, 1.196, -2.552], [2.659, 3.411, 0.768], [-3.677, 0.465, 1.483], [1.493, 0.267, -2.468], [1.150, -2.510, 2.752], [0.868, 1.608, -3.534], [0.638, -4.661, 0.830], [0.045, -2.444, 1.320], [0.142, -3.810, -0.671], [-1.209, -3.996, 2.556], [-0.694, 4.061, 1.397], [2.022, -2.010, -2.986], [-1.240, 3.323, 1.986], [2.939, -1.129, 0.300], [1.880, 4.062, -0.184]], "forces_ev_per_a": [[-0.59, 0.22, -0.05], [-0.51, -0.04, 0.03], [0.07, 0.04, -0.03], [0.14, 0.46, 0.10], [-0.19, 0.40, -0.18], [0.02, -0.05, 0.07], [0.56, 0.56, 0.13], [0.10, 0.23, -0.06], [-0.07, -0.20, 0.15], [-0.01, -0.21, -0.07], [0.51, -0.06, -0.22], [0.57, -0.04, 0.00], [-0.35, -0.61, -4.61], [0.32, -0.60, -0.14], [0.08, 0.47, -0.44], [0.17, -0.04, -0.17], [0.15, -0.25, 0.03], [1.16, 1.41, 0.22], [-0.06, 0.52, 0.10], [-0.12, -0.27, 0.11], [-0.09, 0.11, -0.17], [0.00, -0.07, -0.04], [-0.05, 0.24, 0.31], [0.39, -0.32, -0.45], [0.27, 0.22, -0.17], [-0.17, 0.28, -0.01], [0.07, -0.20, 0.50], [-0.26, -0.39, -0.22], [0.09, 0.25, -0.29], [4.96, -2.28, 0.82], [-0.56, 0.10, 0.72], [-0.11, 0.42, -0.21], [2.35, 0.62, 2.16], [-0.24, 0.28, 0.16], [0.03, -0.13, -0.30], [0.07, 0.10, 0.05], [0.18, -0.01, 0.49], [-0.21, -0.23, -0.46], [-0.10, -0.27, 0.04], [0.00, -0.17, 0.23], [-0.30, -0.23, 0.90], [-0.59, -0.37, -0.33], [-0.08, 0.14, -0.06], [-0.28, 0.17, 0.04], [0.02, 0.37, 3.62], [0.07, -0.06, 0.01], [-0.30, 0.14, -0.02], [-0.23, 0.05, -0.23], [0.11, -0.01, 0.14], [0.36, 0.31, -0.24], [0.22, -0.14, 0.17], [-1.05, -0.84, -0.45], [-0.16, 0.15, 0.39], [-0.08, 0.29, -0.90], [0.04, 0.76, -0.11], [-0.45, -0.18, 0.54], [0.17, -0.16, -0.19], [-0.38, -0.67, -0.43], [0.30, -0.26, 0.15], [-0.25, -0.06, 0.13], [-0.05, -0.05, 0.10], [0.08, -0.09, -0.34], [0.73, -0.45, -0.21], [-6.01, 2.37, -1.16], [-0.44, -1.69, 0.39]], "total_charge": 4, "spin_multiplicity": 1, "total_energy_ev": -79355.17521}

***

{"formula": "C20H37N4O3S2SiV", "method": "ωB97M-V with the def2-TZVPD basis set", "species": ["C", "H", "C", "C", "H", "H", "H", "H", "H", "H", "C", "H", "S", "N", "C", "N", "O", "C", "C", "H", "C", "H", "H", "H", "C", "O", "C", "H", "C", "N", "C", "H", "H", "H", "H", "H", "H", "V", "H", "C", "H", "C", "H", "N", "C", "H", "H", "C", "H", "C", "H", "C", "C", "H", "H", "S", "H", "H", "H", "H", "H", "H", "O", "H", "H", "Si", "H", "C"], "xyz": [[2.358, -2.978, -2.487], [2.476, -3.786, -3.210], [3.939, -0.599, 0.508], [-1.605, -0.878, 0.781], [-0.718, -1.079, 1.377], [0.102, -1.818, -3.565], [-3.383, 3.260, -3.207], [2.201, 0.796, 2.116], [-1.174, 3.434, -2.084], [1.132, -2.363, -4.897], [2.702, -1.111, 1.232], [-3.547, -1.685, -1.034], [1.153, 3.681, 2.591], [0.687, 2.827, 5.045], [-2.701, -1.137, -1.451], [-0.975, 2.402, 3.508], [2.133, -0.578, -2.230], [3.501, -1.337, -3.992], [-2.669, 2.333, 1.921], [3.220, -0.226, 3.136], [-4.218, 2.385, -0.050], [-2.938, -0.072, -1.451], [-0.157, -3.043, -0.093], [3.098, -3.186, 0.786], [2.884, -2.562, 1.654], [1.542, -1.096, 0.375], [2.383, -0.232, 2.436], [-4.705, 2.149, 2.582], [1.019, -1.611, -4.116], [-1.890, 2.934, -0.228], [-3.696, 2.079, 2.972], [1.976, -2.933, 2.132], [-2.465, -1.357, 1.254], [3.228, -2.982, -1.830], [4.132, -1.183, -0.390], [-3.617, 2.819, 3.775], [-3.585, 1.083, 3.411], [-0.043, 2.735, 0.716], [3.710, -2.658, 2.359], [-3.294, 3.053, -2.151], [3.423, -0.361, -4.470], [-4.391, 2.648, -1.390], [-1.560, 1.950, 4.196], [-1.384, 2.438, 2.200], [2.235, -1.640, -3.203], [-1.785, 0.199, 0.761], [4.809, -0.677, 1.162], [-1.084, -2.871, -0.640], [1.569, 3.254, 5.274], [-2.068, 3.166, -1.536], [3.658, -2.091, -4.764], [-2.951, 2.550, 0.525], [-1.435, -1.390, -0.644], [1.501, -0.609, 2.958], [0.144, 2.438, 5.798], [1.380, 1.813, -0.730], [1.470, -3.188, -1.890], [-5.050, 2.049, 0.550], [-2.557, -1.454, -2.484], [4.369, -1.330, -3.332], [-0.973, -3.242, -1.659], [-1.878, -3.443, -0.159], [-0.404, -0.652, -1.323], [-5.363, 2.529, -1.848], [3.824, 0.447, 0.221], [1.146, -0.297, -0.983], [0.925, -0.635, -4.592], [0.230, 2.916, 3.797]], "forces_ev_per_a": [[-0.01, 0.01, -0.02], [0.00, 0.01, -0.02], [0.01, 0.04, 0.00], [-0.04, 0.06, 0.00], [0.06, 0.00, 0.02], [0.00, 0.01, 0.03], [-0.01, 0.00, -0.01], [0.00, -0.02, -0.02], [-0.05, 0.00, -0.05], [-0.01, -0.01, -0.01], [-0.06, -0.04, 0.02], [0.00, -0.02, 0.02], [-0.02, 0.06, 0.11], [-0.20, -0.07, 0.09], [0.02, 0.00, 0.00], [-0.01, -0.11, 0.14], [-0.13, 0.00, -0.06], [-0.04, -0.05, 0.00], [0.21, 0.06, 0.34], [0.01, -0.02, 0.01], [0.16, 0.03, 0.14], [0.00, 0.04, -0.01], [0.02, 0.01, 0.00], [-0.01, -0.01, -0.03], [0.02, 0.04, 0.03], [-0.04, -0.07, 0.03], [0.04, 0.03, 0.03], [0.01, -0.01, -0.03], [0.00, -0.04, -0.07], [0.13, -0.05, 0.26], [-0.07, 0.00, -0.01], [-0.02, -0.01, 0.00], [0.00, -0.03, -0.02], [0.02, 0.01, 0.02], [0.00, -0.03, -0.04], [0.03, 0.00, -0.01], [0.02, -0.02, -0.01], [-0.22, -0.03, 0.10], [0.02, 0.01, 0.00], [-0.06, -0.03, 0.05], [-0.01, 0.02, 0.01], [0.12, 0.03, -0.10], [0.03, 0.00, 0.05], [-0.20, 0.11, -0.21], [0.16, 0.01, -0.01], [0.02, -0.03, -0.03], [-0.01, -0.01, 0.02], [-0.04, -0.04, 0.03], [0.02, 0.00, -0.05], [0.13, 0.06, -0.14], [0.00, -0.01, -0.01], [-0.49, -0.08, -0.23], [-0.01, -0.04, -0.07], [-0.03, -0.01, -0.02], [0.01, -0.02, -0.01], [0.27, 0.02, -0.32], [-0.03, 0.01, 0.03], [-0.01, 0.00, 0.01], [0.01, 0.00, -0.01], [0.00, 0.01, 0.02], [0.02, 0.02, -0.03], [-0.02, -0.01, 0.01], [-0.03, -0.04, 0.08], [-0.01, 0.00, -0.01], [-0.01, 0.00, -0.02], [0.09, 0.07, 0.08], [0.00, 0.03, 0.02], [0.23, 0.17, -0.16]], "de_lowest_kcal_mol": 2.9, "total_charge": 1, "spin_multiplicity": 4, "s2": 3.80, "total_energy_ev": -88680.36812}

***

{"formula": "C20H37N5S", "method": "ωB97M-V with the def2-TZVPD basis set", "species": ["N", "H", "C", "C", "H", "H", "H", "H", "C", "H", "C", "C", "C", "H", "C", "H", "H", "C", "H", "H", "C", "H", "H", "C", "N", "H", "H", "H", "H", "C", "C", "H", "C", "C", "N", "H", "H", "C", "H", "H", "C", "H", "C", "H", "H", "H", "H", "C", "H", "N", "C", "H", "H", "H", "H", "H", "H", "N", "H", "C", "S", "H", "H"], "xyz": [[-3.140, -2.729, -1.581], [-0.126, 0.451, 1.606], [3.023, 0.177, -3.536], [1.851, 0.286, -1.302], [-1.717, -4.239, -1.078], [4.258, -3.224, -0.910], [-3.057, -3.233, -2.471], [-4.954, 5.041, 4.259], [3.870, -1.356, -1.613], [-6.187, 2.320, 1.664], [2.819, -0.767, -0.808], [0.128, -0.122, 0.672], [-2.307, 3.603, 1.170], [-5.491, 2.781, 3.841], [1.938, 0.775, -2.680], [-5.111, 0.481, 0.398], [1.218, 1.533, -3.083], [-0.822, -2.245, -0.617], [6.612, -4.078, -1.750], [-2.637, 1.488, 1.185], [-5.046, 1.519, 0.065], [-1.796, -0.241, -0.552], [5.100, -1.629, 0.856], [0.699, 0.882, -0.421], [4.787, -2.392, -1.182], [-5.186, 3.511, 0.842], [2.739, -1.137, 0.249], [5.679, -4.012, 0.705], [-2.486, -3.432, 0.360], [-2.809, 2.332, 1.860], [5.657, -1.969, -0.067], [-3.027, 4.005, 0.454], [-5.193, 2.484, 1.236], [-4.498, 3.077, 3.488], [-4.201, 2.302, 2.287], [6.436, -1.210, -0.354], [0.966, 1.891, 0.010], [-2.064, -3.242, -0.672], [-1.777, -1.176, 1.033], [-0.163, 1.079, -1.130], [6.480, -3.272, 0.378], [-4.999, 4.972, 2.503], [3.995, -0.878, -3.036], [0.008, -2.827, -0.112], [-2.164, 2.118, 2.719], [0.845, -0.931, 0.969], [-2.061, 4.382, 1.891], [-4.469, 4.604, 3.383], [-3.816, 2.768, 4.288], [3.187, 0.558, -4.865], [7.245, -3.913, -0.840], [8.047, -3.176, -1.147], [-4.102, 1.660, -0.466], [-0.495, -2.086, -1.688], [-4.047, -3.037, -1.209], [-5.849, 1.693, -0.655], [7.118, -3.095, 1.282], [4.905, -1.305, -4.002], [7.721, -4.907, -0.597], [-1.179, -0.897, 0.121], [4.480, -0.389, -5.331], [-3.450, 4.990, 3.364], [-1.388, 3.384, 0.619]], "forces_ev_per_a": [[-0.06, -0.78, 0.41], [0.13, -0.55, -0.92], [-0.69, 0.54, 0.18], [0.74, 0.42, -2.47], [-0.10, 0.93, 0.67], [0.23, 0.33, 0.00], [-0.01, 0.46, 0.36], [0.00, -0.04, -0.03], [-1.86, 1.64, -0.68], [0.12, 0.11, 0.19], [0.99, -0.09, -1.64], [-0.85, 0.00, -0.57], [0.26, 0.10, 0.02], [-0.01, -0.06, -0.17], [1.52, -2.35, 2.25], [0.09, 0.04, 0.01], [0.91, -0.89, 0.39], [-0.67, -0.75, -0.21], [0.31, 0.30, 1.04], [-0.16, 0.02, 0.00], [0.07, 0.02, 0.01], [0.53, -0.63, 0.77], [0.43, 0.00, -0.99], [-0.20, -0.76, -0.24], [-0.63, 1.30, 0.40], [-0.08, 0.05, -0.06], [0.03, 0.50, -1.22], [0.91, 0.70, -0.17], [0.51, 0.37, -1.04], [0.07, -0.19, -0.26], [1.45, -1.45, 1.19], [0.00, -0.04, 0.04], [0.07, -0.03, -0.19], [-0.12, -0.12, 0.12], [-0.02, -0.06, 0.32], [-1.16, -0.43, -0.10], [0.04, -1.18, -0.30], [0.50, -0.10, -0.29], [0.30, 0.31, -0.91], [1.02, -0.06, 0.73], [-1.47, -0.61, -0.65], [0.04, -0.03, 0.02], [-0.67, 0.53, 0.04], [-0.76, 0.89, -0.32], [-0.21, 0.07, 0.11], [-0.43, 0.94, -0.24], [-0.09, 0.05, -0.09], [0.04, 0.17, 0.14], [0.07, -0.05, -0.17], [1.83, -2.58, 2.59], [0.70, 0.46, 0.06], [-0.66, -0.97, 0.22], [-0.03, -0.05, 0.01], [-0.26, 0.04, 1.12], [0.44, 0.30, -0.19], [0.03, 0.00, 0.06], [-0.39, 0.03, -0.98], [-2.97, 2.49, 0.56], [-0.41, 1.14, -0.03], [0.93, -0.30, 0.60], [-0.25, -0.09, 0.59], [-0.04, 0.02, -0.09], [-0.03, -0.01, -0.01]], "total_charge": 0, "spin_multiplicity": 1, "total_energy_ev": -39623.04567}